No. 1
42
Properties=species:S:1:pos:R:3:forces:R:3:mulliken_charge:R:1 method="wB97M-V/def2-TZVPD" charge=-2 homo_lumo_gap_ev=4.272 largest_force_ha_per_bohr=0.01366 lumo_energy_ev=4.21
Pd -0.0083 0.4710 0.3010 -0.087 0.623 -0.313 -0.17
N -0.7379 -0.1681 2.8109 0.080 -0.029 0.067 -0.30
C -0.1961 -1.5092 2.9816 -0.145 0.027 -0.046 -0.73
C 1.3249 -1.5245 3.1377 0.091 -0.079 0.213 -0.67
C 2.1183 -1.0935 1.8985 -0.081 -0.164 -0.093 0.38
C 3.0490 0.1032 2.0789 0.133 0.092 0.066 -0.91
N 2.4192 1.4137 2.2662 -0.225 -0.197 0.153 -0.71
H -0.9729 0.2447 3.7046 0.078 0.087 -0.027 0.21
H -1.5757 -0.1911 2.2260 0.007 -0.068 -0.025 0.31
H -0.4807 -2.0780 2.0926 0.057 0.010 -0.008 0.28
H -0.6372 -2.0307 3.8460 0.004 -0.023 -0.015 0.42
H 1.6042 -2.5476 3.4203 0.049 0.031 0.008 0.27
H 1.6014 -0.9006 4.0006 -0.057 0.045 -0.024 0.32
H 1.4006 -0.8568 1.0819 0.130 0.034 0.027 -0.35
H 2.7284 -1.9336 1.5430 -0.026 -0.015 0.008 0.45
H 3.6994 0.1671 1.2001 -0.034 0.037 -0.024 0.36
H 3.7161 -0.0784 2.9342 -0.004 0.001 -0.017 0.41
H 1.6884 1.4943 1.5377 0.113 -0.038 -0.038 0.22
H 1.8471 1.3575 3.1078 0.063 0.027 -0.002 0.31
Br -5.5725 -1.9164 -4.2855 -0.067 -0.023 -0.046 -0.26
C -4.5325 -1.4857 -2.7518 0.187 0.074 -0.103 0.10
C -5.0428 -1.6505 -1.4905 0.002 -0.012 0.200 0.18
Br -6.8027 -2.3133 -1.2157 -0.087 -0.031 -0.026 -0.26
C -4.2310 -1.3273 -0.3743 0.213 0.103 -0.075 -0.14
Br -4.8727 -1.5342 1.4108 -0.078 -0.036 0.067 -0.26
C -2.9199 -0.8387 -0.4676 -0.145 -0.099 -0.194 0.18
O -2.2008 -0.5681 0.5476 0.118 0.028 -0.038 -0.51
C -2.3608 -0.6453 -1.8417 -0.120 -0.044 0.206 0.03
O -1.1950 -0.1991 -1.9787 0.056 -0.098 -0.204 -0.55
C -3.2172 -0.9928 -2.9117 -0.036 -0.010 0.144 -0.10
Br -2.4559 -0.7425 -4.6398 0.011 0.001 -0.110 -0.24
Cl 2.0648 5.1099 -2.6286 0.019 -0.055 -0.012 -0.27
C 2.0286 3.3726 -2.4145 -0.092 -0.023 0.070 0.18
C 2.7547 2.5526 -3.2530 0.095 0.105 -0.123 -0.18
C 2.6665 1.1857 -3.0345 -0.107 -0.104 0.110 -0.70
C 1.8783 0.7138 -1.9998 -0.065 0.022 -0.154 -0.26
N 1.1951 1.5220 -1.1768 -0.162 -0.318 0.448 -0.05
C 1.2608 2.8357 -1.3935 0.045 0.122 -0.037 -0.54
H 3.3528 2.9722 -4.0511 -0.004 -0.016 0.001 0.39
H 3.1863 0.4803 -3.6689 0.024 0.033 -0.026 0.35
H 1.7405 -0.3428 -1.8158 0.028 -0.003 -0.031 0.40
H 0.6872 3.4727 -0.7342 0.018 -0.018 0.021 0.43


No. 2
39
Properties=species:S:1:pos:R:3:forces:R:3:mulliken_charge:R:1 method="wB97M-V/def2-TZVPD" multiplicity=2 homo_lumo_gap_ev="7.810 / 6.751" largest_force_ha_per_bohr=0.00526 lumo_energy_ev="-0.28 / -1.35"
Cu 0.6750 0.5828 0.7770 -0.174 0.031 -0.205 -0.46
Br -2.4912 -0.7972 1.4312 -0.046 0.003 0.020 -0.09
C -1.4582 -0.1171 2.8548 0.003 -0.012 -0.032 0.34
C -1.9392 -0.1583 4.1511 0.016 0.005 -0.001 -0.59
C -1.1312 0.3539 5.1555 -0.003 0.000 -0.011 -0.26
C 0.1107 0.8817 4.8387 0.006 -0.004 0.000 -0.64
C 0.5065 0.8799 3.5169 -0.006 -0.004 -0.065 0.46
N -0.2741 0.3848 2.5439 0.075 0.074 0.081 0.13
C 1.8593 1.4399 3.0634 0.013 -0.005 -0.031 0.70
O 2.6046 1.8840 3.9107 -0.024 -0.004 0.000 -0.68
O 2.0576 1.3707 1.7927 0.091 0.020 0.239 -0.57
H -2.9121 -0.5790 4.3542 0.000 0.003 0.011 0.42
H -1.4758 0.3380 6.1811 -0.004 -0.002 0.000 0.41
H 0.7863 1.2940 5.5739 -0.008 -0.001 0.007 0.50
C 1.2116 -2.3229 0.4430 0.001 -0.035 -0.003 -0.98
Si 0.8177 -1.6101 -1.2433 0.001 -0.023 -0.019 -0.30
C -0.5783 -2.6136 -1.9860 0.002 -0.063 0.008 -0.94
C 2.3502 -1.6438 -2.3143 -0.018 0.027 0.009 -1.02
N 0.3230 0.0478 -0.9445 0.025 0.114 -0.127 0.68
C -0.2504 0.8794 -1.8942 -0.039 0.024 0.123 0.54
C -0.3561 0.5681 -3.2585 -0.007 0.014 0.056 -0.08
C -0.9292 1.4446 -4.1639 -0.010 0.018 -0.016 -1.07
C -1.4260 2.6706 -3.7451 -0.004 -0.002 -0.019 -0.35
C -1.3447 3.0169 -2.4032 0.001 -0.025 0.013 -0.79
C -0.7713 2.1305 -1.5236 0.050 -0.145 -0.077 0.73
F -0.7026 2.4802 -0.2138 0.024 -0.007 0.064 -0.31
H 1.4777 -3.3785 0.3440 0.018 0.008 -0.001 0.38
H 0.3432 -2.2705 1.1060 0.017 -0.008 -0.005 0.20
H 2.0536 -1.8211 0.9279 -0.009 0.014 -0.003 0.26
H -0.3789 -3.6776 -1.8332 -0.007 0.000 -0.021 0.36
H -0.7197 -2.4549 -3.0553 0.009 0.012 0.007 0.35
H -1.5212 -2.3803 -1.4859 0.008 0.004 0.004 0.27
H 2.7128 -2.6605 -2.4797 -0.029 -0.019 0.025 0.36
H 3.1473 -1.0755 -1.8294 -0.001 -0.012 -0.009 0.32
H 2.1703 -1.1906 -3.2901 0.021 -0.002 -0.020 0.33
H 0.0305 -0.3790 -3.6085 0.003 0.005 -0.016 0.18
H -0.9862 1.1676 -5.2084 0.003 -0.005 0.003 0.39
H -1.8730 3.3542 -4.4536 0.001 0.002 0.002 0.38
H -1.7184 3.9612 -2.0314 0.002 0.000 0.007 0.43


No. 3
38
Properties=species:S:1:pos:R:3:forces:R:3:mulliken_charge:R:1 method="wB97M-V/def2-TZVPD" homo_lumo_gap_ev=8.524 largest_force_ha_per_bohr=0.01430 lumo_energy_ev=-0.16 smiles="O=C(NCCN1CCOCC1)c1sc2cc(Cl)ccc2c1Cl"
O 1.1353 1.7943 0.5709 0.211 0.048 0.122 -0.70
C 0.0590 1.4561 0.1123 -0.139 -0.237 -0.304 0.43
N -0.0944 0.4783 -0.8040 -0.114 -0.170 -0.076 0.11
C 1.0206 -0.3266 -1.2396 0.218 -0.232 0.079 -0.93
C 0.9838 -1.7255 -0.6086 0.072 0.223 -0.140 -0.59
N 2.1015 -2.5250 -1.0713 -0.105 -0.027 0.038 0.08
C 3.3339 -2.2288 -0.3571 0.259 -0.159 -0.182 -0.44
C 4.4807 -3.0121 -0.9945 -0.001 0.357 0.150 -0.71
O 4.2345 -4.3985 -0.9678 0.081 -0.087 0.125 -0.38
C 3.0299 -4.6948 -1.6311 -0.411 -0.096 -0.004 -0.66
C 1.8479 -3.9546 -1.0033 0.275 -0.157 -0.172 -0.55
C -1.1662 2.1615 0.5445 -0.509 0.366 0.282 0.84
S -0.8375 3.4748 1.6405 -0.320 -0.048 -0.067 -0.23
C -2.5287 3.8429 1.7611 0.087 -0.424 -0.336 0.40
C -3.1091 4.8546 2.5141 -0.244 0.096 0.050 -0.71
C -4.4831 4.9819 2.4755 0.374 -0.178 -0.105 0.37
Cl -5.2418 6.2264 3.3963 -0.115 0.186 0.138 -0.21
C -5.2809 4.1271 1.7075 -0.024 -0.019 -0.017 -0.73
C -4.7034 3.1269 0.9636 0.072 -0.009 0.004 -0.55
C -3.3145 2.9713 0.9805 -0.041 0.376 0.296 0.15
C -2.5008 2.0198 0.2977 0.732 0.004 0.072 -0.11
Cl -3.2121 0.8293 -0.7211 -0.173 -0.090 -0.090 -0.34
H -1.0210 0.2051 -1.0945 0.112 0.151 0.082 0.19
H 1.0044 -0.4214 -2.3280 0.058 0.002 0.077 0.24
H 1.9242 0.2052 -0.9386 -0.068 -0.072 -0.139 0.38
H 0.9687 -1.6262 0.4901 -0.061 -0.031 -0.043 0.25
H 0.0575 -2.2202 -0.9156 0.014 0.003 0.062 0.44
H 3.5454 -1.1618 -0.4230 0.051 0.020 0.057 0.31
H 3.2521 -2.5081 0.7085 -0.001 0.055 -0.039 0.33
H 5.4089 -2.8547 -0.4430 -0.047 0.058 -0.062 0.36
H 4.6090 -2.6766 -2.0346 0.023 0.003 0.086 0.35
H 2.8937 -5.7749 -1.5543 -0.037 0.064 -0.059 0.36
H 3.1071 -4.4079 -2.6908 -0.032 -0.054 0.064 0.35
H 0.9397 -4.1838 -1.5649 -0.001 -0.028 0.034 0.40
H 1.7197 -4.2973 0.0388 -0.030 0.001 -0.048 0.33
H -2.5021 5.5173 3.1086 0.005 0.126 0.102 0.42
H -6.3504 4.2628 1.7069 -0.093 0.026 0.011 0.42
H -5.3116 2.4632 0.3685 -0.079 -0.050 -0.049 0.36


No. 4
42
Properties=species:S:1:pos:R:3:forces:R:3:mulliken_charge:R:1 method="wB97M-V/def2-TZVPD" homo_lumo_gap_ev="6.261 / 6.262" largest_force_ha_per_bohr=0.04442 lumo_energy_ev="-0.97 / -0.98"
Pt -0.2598 0.0664 -0.3701 2.079 -0.861 0.393 0.33
N 0.4961 -0.0158 2.1653 0.116 -0.156 0.482 -0.45
N 1.8756 -0.0932 2.3367 0.291 0.105 0.345 -0.26
C 2.7409 -0.1265 1.2944 -0.004 -0.207 0.159 0.78
N 4.0541 -0.1014 1.6178 -0.217 0.087 0.285 -0.45
S 2.3235 -0.2009 -0.3141 -0.958 -0.572 -0.406 -0.49
H 0.1106 0.8767 2.4676 0.172 -0.137 -0.148 0.25
H 0.0175 -0.7813 2.6335 0.198 0.132 -0.102 0.23
H 2.2735 0.0721 3.2575 -0.221 -0.076 -0.200 0.20
H 4.3748 -0.2155 2.5667 -0.022 0.055 -0.091 0.20
H 4.7112 -0.2307 0.8685 -0.011 -0.015 0.049 0.21
C -0.9664 -2.3518 -2.7676 0.083 0.286 0.958 -1.15
Si -1.1249 -2.0503 -0.8637 -0.430 0.107 -0.697 0.39
C -0.3779 -3.5900 0.0462 -0.141 1.061 -0.262 -1.13
C -2.9939 -1.9361 -0.4322 0.952 0.093 -0.143 0.36
C -3.6782 -2.9015 0.2970 0.137 -0.082 0.028 -0.28
C -5.0160 -2.7396 0.6127 -0.141 -0.088 0.110 -0.54
C -5.6919 -1.6002 0.2113 -0.077 -0.031 0.055 -0.43
C -5.0287 -0.6360 -0.5281 -0.140 0.165 -0.046 -0.75
C -3.6960 -0.8057 -0.8455 0.147 0.048 -0.158 -0.37
H -1.4646 -3.2724 -3.0601 -0.112 -0.201 0.075 0.38
H 0.0767 -2.4160 -3.0624 0.205 -0.023 -0.019 0.31
H -1.4130 -1.5352 -3.3262 -0.102 0.178 -0.008 0.30
H -0.8257 -4.5032 -0.3335 -0.174 -0.122 -0.152 0.37
H -0.5457 -3.5498 1.1181 -0.073 0.030 0.206 0.31
H 0.6938 -3.6480 -0.1185 0.183 0.024 -0.082 0.30
H -3.1642 -3.7950 0.6214 0.060 -0.117 0.079 0.32
H -5.5310 -3.5009 1.1817 -0.041 -0.055 0.041 0.37
H -6.7298 -1.4627 0.4795 -0.075 -0.003 -0.011 0.37
H -5.5486 0.2556 -0.8485 -0.055 0.070 -0.026 0.39
H -3.1766 -0.0496 -1.4227 -0.025 0.091 0.015 0.40
Cl -2.4074 1.7456 1.4637 -0.471 0.089 0.560 -0.16
C -2.0489 2.5043 -0.0416 0.435 0.006 -0.276 1.34
C -1.0469 1.9159 -0.8084 -1.811 -0.298 -0.836 -2.02
C -0.7880 2.5055 -2.0451 0.051 -0.084 0.448 1.03
Cl 0.4042 1.7408 -3.0235 0.203 0.206 -0.635 -0.16
C -1.4446 3.6465 -2.4828 0.037 0.130 -0.032 -0.32
Cl -1.0604 4.3564 -4.0017 -0.001 0.038 -0.077 -0.19
C -2.4366 4.2097 -1.6785 0.033 -0.054 0.005 0.68
Cl -3.2796 5.6111 -2.2079 0.004 0.004 0.008 -0.18
C -2.7466 3.6322 -0.4469 -0.036 0.152 0.060 -0.34
Cl -3.9855 4.3124 0.5369 -0.046 0.027 0.044 -0.19


Energy relative to the best compared isomer or geometry (same formula, charge and spin) / kJ/mol: 145.3 0.0 38.5 0.0
E / hartree: -11780.0519 -5445.1253 -2159.7775 -3853.3828